Arrangement i

15
Properties=species:S:1:pos:R:3:mulliken_charge:R:1 method="wB97M-V/def2-TZVPD" lumo_ha=0.0317 orbital_gap_ha=0.345 homo_ev=-8.534
C 0.340 1.821 1.660 -0.883
C -0.685 1.221 0.710 -0.038
N -0.504 0.664 -0.396 -0.173
N 0.785 0.703 -0.916 -0.494
C 1.396 -0.399 -1.097 -0.086
S 0.922 -2.086 -0.918 -0.059
C -0.889 -2.147 -1.012 -0.765
H 0.953 1.047 2.109 0.248
H 1.024 2.462 1.043 0.284
H -0.229 2.365 2.387 0.310
H -1.726 1.191 1.019 0.407
H 2.428 -0.290 -1.376 0.363
H -1.302 -1.404 -1.746 0.299
H -1.171 -3.157 -1.394 0.316
H -1.343 -1.989 -0.072 0.268

***

Arrangement ii

15
Properties=species:S:1:pos:R:3:mulliken_charge:R:1 method="wB97M-V/def2-TZVPD" lumo_ha=0.0238 orbital_gap_ha=0.322 homo_ev=-8.104 smiles="NC1CN(C=S)C1"
N -1.864 -0.651 -0.781 -0.747
C -1.080 -0.238 0.301 0.390
C -0.222 1.113 0.032 -0.850
N 0.980 0.254 0.017 0.083
C 2.215 0.584 -0.221 -0.072
S 3.409 -0.498 -0.225 -0.391
C 0.317 -0.988 0.394 -0.828
H -2.585 0.063 -0.992 0.244
H -2.410 -1.480 -0.519 0.263
H -1.558 -0.209 1.331 0.323
H -0.305 1.853 0.861 0.243
H -0.338 1.566 -0.940 0.398
H 2.290 1.653 -0.410 0.301
H 0.614 -1.244 1.440 0.244
H 0.536 -1.777 -0.290 0.398

***

Energies relative to the minimum, kcal/mol: arrangement i 11.7; arrangement ii 0.0

***

Arrangement i

15
Properties=species:S:1:pos:R:3:mulliken_charge:R:1 method="wB97M-V/def2-TZVPD" lumo_ha=0.0159 orbital_gap_ha=0.321 homo_ev=-8.294 smiles="C1=NNCCSC1"
C 0.987 -1.401 -0.468 -0.191
N 1.890 -0.380 -0.503 -0.567
N 1.437 0.392 0.583 -0.116
C 0.546 1.524 0.226 -0.577
C -0.745 1.061 -0.552 -0.706
S -1.748 -0.173 0.001 -0.133
C -0.289 -1.242 0.573 -0.477
H 0.829 -1.934 -1.480 0.314
H 2.286 0.959 0.993 0.319
H 1.090 2.175 -0.564 0.335
H 0.243 2.014 1.233 0.318
H -0.536 0.932 -1.569 0.418
H -1.426 1.887 -0.519 0.415
H -0.833 -2.274 1.184 0.280
H 0.033 -0.731 1.479 0.368

***

Arrangement ii

15
Properties=species:S:1:pos:R:3:mulliken_charge:R:1 method="wB97M-V/def2-TZVPD" lumo_ha=0.0060 orbital_gap_ha=0.303 homo_ev=-8.084 smiles="C/C=N/N(C)C=S"
C 2.147 -1.388 -0.240 -0.904
C 0.780 -1.171 0.268 -0.041
N 0.405 0.008 -0.217 -0.738
N -0.845 0.545 -0.092 0.299
C -0.805 2.029 -0.099 -0.730
C -1.962 -0.169 0.011 0.036
S -2.333 -1.825 -0.158 -0.315
H 2.006 -0.633 -1.169 0.289
H 2.280 -2.521 -0.163 0.294
H 3.016 -0.939 0.469 0.211
H 0.374 -1.607 1.129 0.503
H -0.439 2.571 -0.964 0.282
H -1.777 2.065 0.209 0.330
H -0.209 2.421 0.772 0.288
H -2.639 0.615 0.244 0.195

***

Arrangement iii

15
Properties=species:S:1:pos:R:3:mulliken_charge:R:1 method="wB97M-V/def2-TZVPD" lumo_ha=0.0289 orbital_gap_ha=0.331 homo_ev=-8.220 smiles="CNC(=S)N1CC1"
C 1.524 -1.350 -0.134 -0.830
N 0.061 -1.562 0.015 -0.157
C -0.969 -0.689 -0.196 0.188
S -2.550 -1.142 0.035 -0.391
N -0.551 0.581 -0.470 -0.107
C 0.112 1.496 0.399 -0.475
C -1.144 1.894 -0.235 -0.285
H 1.762 -0.849 -1.070 0.312
H 2.073 -2.293 -0.112 0.339
H 1.954 -0.756 0.677 0.233
H -0.208 -2.531 0.035 0.248
H 1.188 1.713 0.167 0.220
H 0.083 1.198 1.444 0.233
H -1.341 2.606 -1.034 0.242
H -1.994 1.684 0.478 0.231

***

Energies relative to the minimum, kcal/mol: arrangement i 67.2; arrangement ii 55.5; arrangement iii 0.0

***

Arrangement i

13
Properties=species:S:1:pos:R:3:mulliken_charge:R:1 method="wB97M-V/def2-TZVPD" lumo_ha="0.1432 / 0.1369" orbital_gap_ha="0.273 / 0.263" charge=-1 homo_ev="-3.543 / -3.433"
C 0.831 0.751 0.896 -0.898
C 1.285 -1.068 -0.581 -0.817
N 0.616 0.233 -0.401 -0.179
O -2.970 0.799 0.919 -0.567
O -2.969 0.973 -1.560 -0.576
O -1.170 -0.329 -0.536 -0.380
S -2.674 0.139 -0.354 0.470
H 0.524 1.799 1.072 0.222
H 0.230 0.193 1.523 0.311
H 1.885 0.622 0.967 0.476
H 0.607 -1.743 -0.919 0.347
H 2.112 -0.965 -1.360 0.227
H 1.694 -1.403 0.332 0.364

***

Arrangement ii

13
Properties=species:S:1:pos:R:3:mulliken_charge:R:1 method="wB97M-V/def2-TZVPD" lumo_ha=0.1537 orbital_gap_ha=0.311 charge=-1 homo_ev=-4.291
C 0.039 1.190 0.105 -0.758
C 0.041 -1.196 0.222 -0.770
N 0.498 0.031 0.806 -0.513
O 3.135 1.310 0.344 -0.615
O 2.349 -0.200 -1.426 -0.576
O 3.230 -1.126 0.670 -0.617
S 2.611 0.000 -0.007 1.103
H 0.609 2.046 0.463 0.237
H 0.174 1.113 -0.987 0.311
H -1.030 1.372 0.302 0.326
H 0.619 -2.012 0.659 0.225
H -1.026 -1.359 0.443 0.328
H 0.173 -1.221 -0.870 0.320

***

Energies relative to the minimum, kcal/mol: arrangement i 70.5; arrangement ii 0.0

***

Arrangement i

46
Properties=species:S:1:pos:R:3:mulliken_charge:R:1 method="wB97M-V/def2-TZVPD" lumo_ha=0.0241 orbital_gap_ha=0.319 homo_ev=-8.028 smiles="Cc1cccc(C(=O)N[C@H](C)/C=C/C(=O)N[C@H](C)c2nncs2)c1N"
C -1.042 -1.851 -6.268 -1.688
C -1.053 -0.577 -5.475 1.044
C -1.901 0.460 -5.807 -0.610
C -1.905 1.659 -5.101 -0.979
C -1.074 1.786 -4.010 -0.679
C -0.223 0.751 -3.615 0.482
C 0.564 0.848 -2.351 0.785
O 1.540 0.146 -2.112 -0.760
N 0.139 1.788 -1.457 -0.188
C 0.777 2.000 -0.155 0.066
C 2.236 2.431 -0.290 -1.568
C 0.645 0.782 0.719 -0.199
C 0.014 0.782 1.883 -0.674
C -0.065 -0.457 2.711 0.666
O 0.396 -1.528 2.363 -0.702
N -0.714 -0.301 3.907 -0.215
C -0.704 -1.375 4.881 0.336
C -1.920 -1.289 5.793 -1.546
C 0.576 -1.337 5.684 0.187
N 0.825 -0.401 6.542 -0.214
N 2.051 -0.524 7.126 -0.591
C 2.690 -1.562 6.695 -0.108
S 1.842 -2.486 5.529 -0.069
C -0.149 -0.420 -4.400 0.006
N 0.758 -1.415 -4.141 -0.433
H -0.059 -2.044 -6.706 0.373
H -1.301 -2.715 -5.648 0.365
H -1.764 -1.801 -7.081 0.378
H -2.571 0.333 -6.650 0.341
H -2.549 2.474 -5.400 0.389
H -1.066 2.722 -3.467 0.478
H -0.775 2.179 -1.593 0.305
H 0.218 2.815 0.310 0.368
H 2.633 2.693 0.691 0.465
H 2.837 1.629 -0.711 0.305
H 2.308 3.302 -0.942 0.380
H 1.107 -0.132 0.362 0.505
H -0.455 1.685 2.265 0.202
H -0.867 0.632 4.257 0.319
H -0.724 -2.299 4.307 0.408
H -1.921 -2.117 6.501 0.371
H -1.906 -0.361 6.363 0.357
H -2.831 -1.333 5.196 0.416
H 3.677 -1.827 7.042 0.455
H 1.163 -1.427 -3.216 0.245
H 0.544 -2.316 -4.530 0.225

***

Arrangement ii

46
Properties=species:S:1:pos:R:3:mulliken_charge:R:1 method="wB97M-V/def2-TZVPD" lumo_ha=0.0230 orbital_gap_ha=0.315 homo_ev=-7.950 smiles="Cc1cccc(C(=O)N[C@H](C)/C=C/C(=O)N[C@H](C)c2nncs2)c1N"
C -0.246 6.933 1.846 -1.662
C -0.852 5.759 1.132 0.919
C -1.845 5.932 0.192 -0.605
C -2.439 4.851 -0.457 -0.991
C -1.990 3.582 -0.173 -0.669
C -0.964 3.357 0.752 0.425
C -0.440 1.984 0.986 0.815
O 0.163 1.662 2.007 -0.765
N -0.675 1.076 -0.004 -0.198
C -0.176 -0.301 0.034 0.037
C -0.752 -1.091 1.208 -1.538
C 1.327 -0.342 0.027 -0.185
C 2.038 -0.995 -0.881 -0.695
C 3.524 -1.017 -0.812 0.650
O 4.170 -0.404 0.021 -0.706
N 4.131 -1.772 -1.775 -0.186
C 5.567 -2.007 -1.723 0.416
C 6.084 -2.413 -3.094 -1.614
C 5.882 -3.054 -0.680 0.150
N 5.893 -4.323 -0.944 -0.177
N 6.147 -5.094 0.151 -0.614
C 6.331 -4.379 1.214 -0.087
S 6.186 -2.691 0.972 -0.038
C -0.412 4.452 1.449 0.080
N 0.517 4.288 2.436 -0.354
H -0.393 6.859 2.927 0.363
H 0.831 7.005 1.665 0.363
H -0.696 7.864 1.507 0.379
H -2.179 6.940 -0.028 0.347
H -3.241 5.008 -1.165 0.391
H -2.465 2.737 -0.654 0.493
H -0.930 1.436 -0.907 0.334
H -0.532 -0.758 -0.892 0.363
H -0.458 -2.137 1.122 0.460
H -0.389 -0.698 2.153 0.306
H -1.841 -1.031 1.196 0.378
H 1.843 0.184 0.823 0.509
H 1.557 -1.533 -1.693 0.220
H 3.574 -2.439 -2.287 0.308
H 6.015 -1.064 -1.412 0.362
H 7.163 -2.556 -3.063 0.370
H 5.635 -3.354 -3.411 0.357
H 5.850 -1.635 -3.820 0.430
H 6.545 -4.817 2.177 0.449
H 1.087 5.066 2.706 0.176
H 0.833 3.350 2.628 0.233

***

Energies relative to the minimum, kcal/mol: arrangement i 1.6; arrangement ii 0.0